No. 1
The following is a DFT calculation (ωB97M-V/def2-TZVPD) of C22H44N3OP3PmS as an isolated structure.

```
75
Properties=species:S:1:pos:R:3:forces:R:3:mulliken_charge:R:1
Pm 0.770888 0.007074 0.943505 -0.4 -1.1 -1.4 0.525
P -0.712483 2.262168 1.997019 -0.4 1.7 0.6 0.871
P -2.908275 -0.542013 -1.182040 0.5 0.1 -0.7 1.255
P 2.815616 1.766205 0.131341 1.7 1.2 -0.3 0.704
H 0.186822 -1.728399 -6.889799 0.8 -0.1 -0.1 0.220
C 1.251466 -1.992463 -6.775152 0.1 -0.7 0.1 -0.388
C 1.599900 -3.132336 -6.157754 -0.3 0.7 -0.6 -0.503
H 0.821976 -3.799445 -5.756813 0.5 0.2 -0.2 0.241
C -1.120487 3.679811 0.901817 0.0 -0.2 -0.2 -1.052
C -2.170101 2.236612 3.113465 -0.1 -0.4 0.1 -1.314
C 0.537057 3.025414 3.128025 0.0 -0.3 0.0 -0.982
C -3.621242 -1.899132 -2.088253 -0.6 -0.5 0.3 -1.230
C -2.866164 -0.660055 0.609314 0.2 -0.2 0.4 -0.167
C -3.721228 0.973701 -1.610949 -0.5 0.7 -0.1 -1.158
C 3.892531 1.023918 -1.148146 -0.2 -0.3 -0.1 -1.111
C 3.969728 1.990971 1.534544 -0.1 -0.2 0.3 -1.189
C 2.611080 3.487872 -0.458860 -0.5 -0.1 -0.1 -1.198
H 1.988944 -1.321937 -7.231601 -0.3 -0.3 0.2 0.271
H 2.644822 -3.450675 -6.094238 -0.4 0.1 0.1 0.265
H -1.436630 4.547488 1.499056 0.1 -0.3 -0.1 0.418
H -1.939768 3.392644 0.227252 0.2 0.2 0.1 0.264
H -0.247630 3.954487 0.293683 -0.3 0.0 0.1 0.246
H -2.208991 3.172678 3.691155 0.0 -0.3 -0.3 0.478
H -2.074790 1.395755 3.815885 -0.1 0.2 -0.1 0.364
H -3.108488 2.122054 2.552109 0.3 0.0 0.2 0.417
H 0.027313 3.793459 3.726247 0.2 -0.1 -0.2 0.520
H 1.371802 3.481701 2.575357 -0.3 -0.1 0.2 0.245
H 0.935886 2.254323 3.804469 -0.1 0.3 -0.2 0.238
H -4.692239 -1.992876 -1.850265 0.3 -0.1 -0.2 0.470
H -3.090121 -2.831828 -1.845710 -0.2 0.3 -0.1 0.333
H -3.486331 -1.680616 -3.160172 0.0 0.0 0.4 0.402
H -3.887886 -0.853173 0.949419 0.0 0.1 0.1 0.573
H -2.502609 0.274640 1.098633 -0.3 -0.5 -0.6 -0.245
H -2.242731 -1.504615 0.937954 -0.3 0.3 -0.2 -0.291
H -4.776404 0.722865 -1.798971 0.2 0.4 0.0 0.432
H -3.280187 1.416607 -2.518411 -0.2 -0.3 0.2 0.398
H -3.660927 1.720369 -0.798580 -0.1 -0.4 -0.3 0.327
H 4.781333 1.644472 -1.318990 -0.2 -0.1 0.1 0.422
H 3.330613 0.915159 -2.084945 0.2 0.1 0.2 0.333
H 4.206740 0.019160 -0.831932 0.0 0.3 -0.1 0.382
H 4.873385 2.522153 1.206008 -0.3 -0.2 0.1 0.464
H 4.246607 1.008727 1.939553 0.1 0.2 -0.1 0.354
H 3.485374 2.555988 2.341821 0.2 -0.1 -0.2 0.306
H 3.581111 3.991584 -0.536431 -0.1 -0.2 0.0 0.450
H 1.965395 4.057740 0.219542 0.2 -0.1 -0.1 0.289
H 2.134534 3.472280 -1.446040 0.1 0.1 0.1 0.377
C 0.339980 -1.456797 -2.387778 -0.2 0.8 -1.2 0.965
C 0.505837 -0.073337 -2.626430 -1.1 -1.0 -0.2 0.093
C 0.052330 0.451847 -3.844118 0.2 0.1 0.0 -0.811
C -0.563806 -0.380803 -4.785764 0.1 0.3 0.2 -0.619
C -0.714339 -1.755664 -4.525525 0.7 0.4 -0.3 -1.130
C -0.134637 -2.317881 -3.398369 -0.1 0.8 -0.1 -0.569
S 0.347720 -2.113157 -0.803994 0.7 0.0 2.2 -0.434
H -1.644183 -0.518676 -1.758529 0.3 0.3 0.4 -0.380
H 0.812716 0.581991 -1.798832 0.2 0.0 -0.4 -0.030
H 0.194012 1.518521 -4.034604 -0.1 -0.4 -0.2 0.465
H -0.803103 0.028193 -5.776952 -0.2 -0.2 0.6 0.541
H -1.167026 -2.383862 -5.284972 0.1 0.0 0.1 0.719
H -0.001702 -3.391133 -3.286233 -0.5 0.1 0.2 0.498
C 1.837074 -0.896552 5.662408 0.2 0.0 0.5 -1.011
N 0.948436 -1.576622 4.684872 0.2 -0.1 0.5 0.086
C 0.109109 -2.587844 5.085754 -0.2 0.2 -0.4 -0.234
C -0.748956 -3.178382 4.201993 0.1 -0.2 1.0 -1.106
C -0.669299 -2.773365 2.864595 -0.2 0.7 -1.6 0.894
N 0.145554 -1.753739 2.474960 0.0 -0.8 1.4 -0.001
C 0.953394 -1.190757 3.402334 0.4 0.8 -0.7 0.594
O 1.698633 -0.207515 2.991198 -0.6 -1.0 0.5 -0.631
N -1.426714 -3.294562 1.884571 0.0 -0.4 0.5 -0.310
H 2.408806 -0.113252 5.155039 -0.2 -0.4 0.1 0.309
H 2.519015 -1.634093 6.109980 -0.2 0.2 -0.3 0.385
H 1.230337 -0.451850 6.463933 0.1 -0.1 -0.3 0.389
H 0.202210 -2.847009 6.135232 -0.2 -0.1 -0.1 0.530
H -1.454657 -3.959853 4.496326 0.5 0.3 0.0 0.433
H -2.177279 -3.938729 2.120396 0.5 -0.1 -0.1 0.256
H -1.074648 -3.285635 0.925363 -0.1 0.1 0.2 0.080
```
Forces are in eV/Å.

E: -3133.9596 a.u.
HOMO (spin up / spin down): -15.179 / -15.180 eV
Kohn-Sham gap (spin up / spin down): 6.195 / 6.340 eV
Lowest unoccupied orbital energy (spin up / spin down): -8.98 / -8.84 eV
Charge: +3
Spin multiplicity: 5
<S²>: 6.0067

No. 2
The following is a DFT calculation (ωB97M-V/def2-TZVPD) of an isolated molecule of C4H8O2.

```
14
Properties=species:S:1:pos:R:3:forces:R:3:mulliken_charge:R:1
O 1.978273 1.005750 0.297984 0.0 -0.1 0.1 -0.481
C 1.763291 -0.108212 0.708354 0.0 0.1 -0.1 0.033
C 0.392550 -0.713631 0.822507 0.0 0.3 0.1 -0.556
C -0.746022 0.274235 0.588075 -0.1 0.0 -0.1 -0.588
C -0.928543 0.582940 -0.890440 -0.1 0.4 0.2 -0.473
O -0.869640 -0.624436 -1.632140 0.0 0.0 -0.3 -0.526
H 2.610611 -0.773251 0.990758 -0.1 0.1 0.0 0.346
H 0.300262 -1.212039 1.797384 0.1 0.0 -0.3 0.342
H 0.346548 -1.462828 0.022197 0.0 -0.2 0.3 0.299
H -1.674667 -0.161671 0.969092 0.1 0.0 0.0 0.341
H -0.569741 1.220947 1.109076 0.0 -0.2 0.0 0.301
H -1.902077 1.057175 -1.056922 0.0 0.1 0.1 0.292
H -0.148282 1.273033 -1.231384 -0.1 -0.1 0.1 0.356
H -0.552561 -0.358013 -2.494540 0.0 -0.3 -0.3 0.314
```
Forces are in eV/Å.

E: -307.6678 a.u.
HOMO: -9.764 eV
Kohn-Sham gap: 10.677 eV
SMILES: O=CCCCO
Lowest unoccupied orbital energy: 0.91 eV

No. 3
The following is a DFT calculation (ωB97M-V/def2-TZVPD) of a 2-piece molecular cluster, C10H14BClO3 overall.

```
29
Properties=species:S:1:pos:R:3:forces:R:3:mulliken_charge:R:1
B 1.424540 -0.718462 -2.203540 2.5 -1.5 0.7 0.647
C -2.883585 2.731674 -2.053946 0.7 2.3 -1.8 -0.348
C -1.627329 3.442253 -1.970723 -1.1 -2.1 0.9 -0.596
C -3.114569 1.670876 -1.269383 2.1 0.1 1.7 -0.778
C -0.697383 2.905416 -1.040215 1.1 2.5 -3.8 -0.675
C -2.169718 1.240992 -0.349290 0.1 -1.9 0.1 -0.221
C -0.859717 1.689347 -0.381692 0.7 1.6 2.5 1.619
C 0.454494 -1.731098 2.432947 1.2 -1.7 -0.6 -1.205
C 0.239031 1.415333 0.525343 0.7 -0.9 0.5 -0.889
C 2.663321 -1.142135 -1.133356 -0.5 1.3 -1.3 -0.462
C -0.220622 -0.698538 1.616680 1.1 -0.6 1.0 0.244
O 0.189982 -0.800363 -1.620165 2.3 0.2 0.7 -0.464
O 1.782668 -0.613057 -3.560930 -2.1 0.1 1.3 -0.469
O 0.418297 0.367170 1.362876 1.0 1.8 -0.9 -0.269
Cl 2.436970 -2.870067 -0.739658 -0.4 -0.1 0.5 -0.228
H -3.704272 3.011103 -2.731586 0.7 0.2 0.1 0.322
H -1.435527 4.269612 -2.671764 0.1 -0.3 0.8 0.369
H -4.000956 1.175743 -1.250675 -2.6 -1.2 -0.2 0.499
H 0.301908 3.420855 -1.113952 -0.9 -0.7 0.6 0.192
H -2.441291 0.435706 0.324617 0.0 0.0 -0.1 0.247
H 0.704766 -2.670092 1.808734 -0.5 1.3 0.6 0.205
H -0.223784 -2.091591 3.192381 -0.1 -0.1 0.5 0.372
H 1.454722 -1.472009 2.882507 -1.3 0.3 -0.4 0.261
H 3.674125 -1.177790 -1.541870 -0.3 0.6 -0.3 0.286
H 1.179785 1.979804 0.613620 -1.0 0.2 -0.5 0.300
H 2.677614 -0.447238 -0.274794 -0.2 -0.8 0.1 0.220
H -1.104335 -0.832209 1.111352 -2.0 -0.7 -0.9 0.333
H -0.485228 -0.824145 -2.241646 -2.4 0.1 -1.6 0.216
H 0.937474 -0.576192 -4.065891 1.0 0.1 0.0 0.273
```
Forces are in eV/Å.

E: -1100.1587 a.u.
HOMO (spin up / spin down): -6.675 / -6.707 eV
Kohn-Sham gap (spin up / spin down): 6.848 / 6.920 eV
Lowest unoccupied orbital energy (spin up / spin down): 0.17 / 0.21 eV